Formula: C9H13NO2
Source: the Open Molecules 2025 dataset
Level of theory: ωB97M-V/def2-TZVPD

Its calculated total energy is -555.987556 hartree. The HOMO-LUMO gap is 9.31 eV. The charge is 0. The LUMO energy comes out at 0.0228 Eh. The relative energy (zero: lowest compared OMol25 entry of this formula, charge and spin) is 0.440 eV. Its structure (SMILES) is Cc1ccc(O)cc1.CC(N)=O. Its HOMO energy is -8.69 eV.

XYZ file:
```
25
C9H13NO2 ωB97M-V/def2-TZVPD
C -0.856 -0.769 -0.662
C 0.835 -1.865 3.117
C -0.515 -2.127 2.855
C 1.651 -1.386 2.111
C -1.061 -1.730 1.656
C 1.113 -1.035 0.873
C -0.246 -1.170 0.682
O 1.273 -2.157 4.394
H 2.006 -1.521 4.551
H -1.143 -2.489 3.659
H 2.707 -1.340 2.355
H -2.129 -1.766 1.484
H 1.706 -0.570 0.104
H -1.208 0.264 -0.592
H -1.652 -1.471 -0.891
H -0.097 -0.771 -1.441
C -0.169 1.656 -3.470
C -0.595 2.938 -2.818
O -1.318 3.766 -3.322
N -0.105 3.144 -1.550
H 0.820 1.680 -3.923
H -0.891 1.429 -4.258
H -0.395 3.996 -1.079
H 0.470 2.540 -0.975
H -0.202 0.758 -2.860
```

Mulliken population analysis, charges in e, atoms 1 to 2: number 1, C, carries -1.31; number 2, C, carries 0.42

Formula: C9H13NO2
Source: the Open Molecules 2025 dataset
Level of theory: ωB97M-V/def2-TZVPD

Its calculated total energy is -555.868814 hartree. The HOMO-LUMO gap is 4.15 eV. The charge is 0. The LUMO energy comes out at -0.0847 Eh. The relative energy (zero: lowest compared OMol25 entry of this formula, charge and spin) is 3.671 eV. Its HOMO energy is -6.46 eV.

XYZ file:
```
25
C9H13NO2 ωB97M-V/def2-TZVPD
C 3.380 -1.438 -0.364
C 2.077 -0.655 -0.247
C 2.113 0.723 -0.221
C 0.951 1.431 -0.155
C -0.253 0.761 -0.095
C -0.268 -0.604 -0.098
C -1.608 -1.348 -0.046
C -1.488 -2.540 -1.057
O -1.564 -2.196 -2.264
O -1.285 -3.680 -0.607
C 0.887 -1.342 -0.168
H 3.225 -2.197 -1.135
H 4.129 -0.746 -0.758
H 3.681 -1.878 0.586
H 3.074 1.222 -0.274
H 0.954 2.520 -0.135
H -1.203 1.295 -0.054
H -2.369 -0.655 -0.427
H -1.821 -1.686 0.973
H 0.883 -2.426 -0.162
N -2.701 3.091 1.343
H -3.070 2.188 1.658
H -1.749 3.208 1.701
H -2.679 3.106 0.319
H -3.297 3.846 1.687
```

Mulliken population analysis, charges in e, atoms 1 to 2: number 1, C, carries -1.35; number 2, C, carries 0.88

Formula: C9H13NO2
Source: the Open Molecules 2025 dataset
Level of theory: ωB97M-V/def2-TZVPD

Its calculated total energy is -555.979413 hartree. The HOMO-LUMO gap is 9.48 eV. The charge is 0. The LUMO energy comes out at 0.0231 Eh. The relative energy (zero: lowest compared OMol25 entry of this formula, charge and spin) is 0.662 eV. Its structure (SMILES) is Cc1ccc(O)cc1.CC(N)=O. Its HOMO energy is -8.85 eV.

XYZ file:
```
25
C9H13NO2 ωB97M-V/def2-TZVPD
C 1.307 -1.214 2.043
C -0.069 -1.135 2.642
O -0.313 -0.823 3.788
N -1.079 -1.359 1.732
H 1.321 -0.540 1.188
H 1.715 -2.171 1.716
H -1.969 -1.568 2.168
H -0.896 -1.833 0.860
H 2.068 -0.750 2.662
C -1.990 -0.381 -2.370
C -0.015 2.035 -0.229
C 1.284 1.693 -0.570
C -1.081 1.265 -0.691
C -0.868 0.209 -1.576
C 1.499 0.456 -1.173
C 0.449 -0.221 -1.772
O 2.372 2.384 -0.098
H -0.301 2.884 0.372
H -2.113 1.463 -0.450
H 2.468 -0.011 -1.012
H 2.443 2.426 0.860
H -1.866 -1.452 -2.498
H -2.038 0.009 -3.383
H 0.645 -1.162 -2.261
H -2.972 -0.204 -1.947
```

Mulliken population analysis, charges in e, atoms 1 to 2: number 1, C, carries -0.51; number 2, C, carries 0.55

Formula: C9H13NO2Rh
Source: the Open Molecules 2025 dataset
Level of theory: ωB97M-V/def2-TZVPD

Its calculated total energy is -666.317818 hartree. The HOMO-LUMO gap (spin up / spin down) is 4.86 / 7.36 eV. The charge is -1. The expectation value of S² is 6.02. The LUMO energy (spin up / spin down) comes out at 0.1422 / 0.1090 Eh. Its spin multiplicity is 5. The relative energy (zero: lowest compared OMol25 entry of this formula, charge and spin) is 0.000 eV. Its HOMO energy (spin up / spin down) is -0.99 / -4.40 eV.

XYZ file:
```
26
C9H13NO2Rh ωB97M-V/def2-TZVPD
C 0.947 -1.865 -1.561
C 0.445 -0.814 -2.404
C -0.932 -0.614 -2.094
C -1.303 -1.574 -1.093
C -0.147 -2.347 -0.765
Rh 0.249 -0.397 -0.407
N 1.598 -0.365 1.233
C 2.456 0.561 0.755
C 1.831 1.148 -0.521
H -1.605 0.090 -2.581
H 1.014 -0.268 -3.146
H -2.302 -1.712 -0.682
H -0.113 -3.177 -0.065
H 1.946 -2.285 -1.592
H 2.470 1.021 -1.398
H 2.609 1.352 1.490
H 1.815 -1.026 1.983
H 1.531 2.201 -0.416
H 3.421 0.108 0.515
C -2.705 1.838 2.035
C -1.705 0.835 1.573
O -1.490 -0.260 2.206
O -1.135 1.246 0.474
H -3.180 1.509 2.943
H -3.483 1.998 1.288
H -2.232 2.799 2.229
```

Mulliken population analysis, charges in e, atoms 1 to 2: number 1, C, carries -0.82; number 2, C, carries -0.50

Formula: C9H13NO2S2
Source: the Open Molecules 2025 dataset
Level of theory: ωB97M-V/def2-TZVPD

Its calculated total energy is -1352.107369 hartree. The HOMO-LUMO gap (spin up / spin down) is 5.44 / 6.14 eV. The charge is 0. The expectation value of S² is 2.01. The LUMO energy (spin up / spin down) comes out at 0.0193 / -0.0926 Eh. Its spin multiplicity is 3. The relative energy (zero: lowest compared OMol25 entry of this formula, charge and spin) is 0.132 eV. Its HOMO energy (spin up / spin down) is -4.92 / -8.66 eV.

XYZ file:
```
27
C9H13NO2S2 ωB97M-V/def2-TZVPD
C -2.280 -2.862 -2.223
C -0.337 -1.370 0.350
C -1.884 -4.043 -1.759
C -1.136 -2.215 -0.277
C -1.972 -1.767 -1.370
C 1.841 0.246 0.354
C 0.422 2.209 0.012
C 0.191 0.753 2.061
C 0.431 0.794 0.559
N -0.503 -0.068 -0.067
O 0.103 -0.419 -2.746
O -1.871 0.873 -2.091
S -1.210 -4.008 -0.111
S -0.987 -0.219 -1.839
H -2.984 -2.885 -3.137
H 0.498 -1.498 1.077
H -2.068 -4.997 -2.219
H -2.929 -1.333 -1.068
H 1.827 -0.439 -0.514
H 2.505 1.121 0.107
H 2.229 -0.236 1.282
H 1.222 2.729 0.437
H -0.508 2.556 0.274
H 0.518 2.137 -1.027
H 0.589 -0.134 2.619
H 0.729 1.624 2.478
H -0.829 0.819 2.233
```

Mulliken population analysis, charges in e, atoms 1 to 2: number 1, C, carries -0.74; number 2, C, carries 0.34

Formula: C9H13NO3
Source: the Open Molecules 2025 dataset
Level of theory: ωB97M-V/def2-TZVPD

Its calculated total energy is -631.029402 hartree. The HOMO-LUMO gap is 8.87 eV. The charge is 0. The LUMO energy comes out at -0.0040 Eh. The relative energy (zero: lowest compared OMol25 entry of this formula, charge and spin) is 5.580 eV. Its structure (SMILES) is C=C(C)[C@H]1CC/C(=[N+](/[O-])O)C(=O)C1. Its HOMO energy is -8.98 eV.

XYZ file:
```
26
C9H13NO3 ωB97M-V/def2-TZVPD
C -1.234 0.265 -1.476
C -1.275 -1.148 -0.937
C -0.940 -0.392 1.346
C -1.045 1.103 0.905
C -0.266 -1.077 0.197
C -0.983 1.310 -0.554
C 1.103 -0.572 -0.247
C 1.860 0.078 0.624
C 1.460 -1.038 -1.607
N -1.075 2.537 -0.922
O -1.313 0.458 -2.690
O -0.914 2.995 -2.048
O -1.034 3.508 0.079
H -2.195 -1.266 -0.345
H -1.203 -1.872 -1.700
H -0.309 -0.523 2.236
H -1.832 -0.869 1.727
H -2.023 1.559 1.354
H -0.243 1.576 1.372
H -0.308 -2.149 0.568
H -1.421 4.316 -0.351
H 2.888 0.326 0.244
H 1.583 0.307 1.597
H 2.490 -0.819 -1.741
H 0.988 -0.368 -2.346
H 1.083 -1.988 -1.898
```

Mulliken population analysis, charges in e, atoms 1 to 2: number 1, C, carries 0.57; number 2, C, carries -1.02

Repeat the sixth record exactly.
Formula: C9H13NO3
Source: the Open Molecules 2025 dataset
Level of theory: ωB97M-V/def2-TZVPD

Its calculated total energy is -631.029402 hartree. The HOMO-LUMO gap is 8.87 eV. The charge is 0. The LUMO energy comes out at -0.0040 Eh. The relative energy (zero: lowest compared OMol25 entry of this formula, charge and spin) is 5.580 eV. Its structure (SMILES) is C=C(C)[C@H]1CC/C(=[N+](/[O-])O)C(=O)C1. Its HOMO energy is -8.98 eV.

XYZ file:
```
26
C9H13NO3 ωB97M-V/def2-TZVPD
C -1.234 0.265 -1.476
C -1.275 -1.148 -0.937
C -0.940 -0.392 1.346
C -1.045 1.103 0.905
C -0.266 -1.077 0.197
C -0.983 1.310 -0.554
C 1.103 -0.572 -0.247
C 1.860 0.078 0.624
C 1.460 -1.038 -1.607
N -1.075 2.537 -0.922
O -1.313 0.458 -2.690
O -0.914 2.995 -2.048
O -1.034 3.508 0.079
H -2.195 -1.266 -0.345
H -1.203 -1.872 -1.700
H -0.309 -0.523 2.236
H -1.832 -0.869 1.727
H -2.023 1.559 1.354
H -0.243 1.576 1.372
H -0.308 -2.149 0.568
H -1.421 4.316 -0.351
H 2.888 0.326 0.244
H 1.583 0.307 1.597
H 2.490 -0.819 -1.741
H 0.988 -0.368 -2.346
H 1.083 -1.988 -1.898
```

Mulliken population analysis, charges in e, atoms 1 to 2: number 1, C, carries 0.57; number 2, C, carries -1.02